Entry 1:
{
  "formula": "C3H3N5",
  "method": "the ωB97M-V functional and the def2-TZVPD basis",
  "smiles": "[H]/N=c1/cnncnn1",
  "energy_ha": -389.760408,
  "e_above_lowest_kj_mol": 284.3,
  "gap_ev": 8.78,
  "symbols": ["H", "N", "C", "C", "N", "N", "C", "N", "N", "H", "H"],
  "xyz": [[-0.52513, 1.92032, 1.76561], [-0.67346, 0.91459, 1.90150], [-0.70644, 0.33891, 0.80318], [-0.71349, -1.08549, 0.55301], [0.21311, -1.67377, -0.11996], [1.29486, -0.96439, -0.50331], [1.24353, 0.19782, -1.00788], [0.11168, 0.96943, -1.29315], [-0.79849, 1.09885, -0.45583], [-1.60353, -1.63528, 0.87534], [2.15327, 0.59453, -1.43557]],
  "atomic_forces_ev_per_a": [[-0.5, -0.1, 0.1], [0.5, 0.4, 1.1], [0.6, 1.5, -1.2], [-0.3, -1.3, -0.5], [-1.3, 0.3, 0.7], [0.9, -0.5, 0.1], [-0.1, 0.0, -0.3], [-0.4, 0.7, 0.1], [0.0, -0.9, -0.1], [0.5, -0.2, -0.1], [0.1, 0.1, 0.1]]
}


Entry 2:
{
  "formula": "C3H3NO",
  "method": "the ωB97M-V functional and the def2-TZVPD basis",
  "energy_ha": -245.974455,
  "e_above_lowest_kj_mol": 307.4,
  "gap_ev": 8.78,
  "symbols": ["O", "C", "C", "N", "C", "H", "H", "H"],
  "xyz": [[1.00143, 1.19337, 0.09158], [-1.14388, 0.71878, -0.17918], [-0.70552, -0.54274, -0.11283], [0.53001, -1.03897, -0.05494], [1.38088, 0.00126, 0.02839], [-1.93626, 1.13989, 0.45582], [-1.57656, -1.19211, -0.24048], [2.44991, -0.27947, 0.01163]],
  "atomic_forces_ev_per_a": [[-1.2, -0.4, 0.1], [1.4, -0.1, 0.5], [-0.3, -0.1, -0.2], [0.1, 0.0, 0.0], [-0.5, 0.1, 0.0], [0.8, 0.5, -0.2], [0.1, -0.4, 0.0], [-0.4, 0.5, 0.0]]
}


Entry 3:
{
  "formula": "C3H3NO",
  "method": "the ωB97M-V functional and the def2-TZVPD basis",
  "smiles": "C=C=CN=O",
  "energy_ha": -245.930037,
  "e_above_lowest_kj_mol": 424.0,
  "gap_ev": 9.12,
  "symbols": ["C", "C", "C", "N", "O", "H", "H", "H"],
  "xyz": [[-1.04802, 0.32624, -0.44101], [-0.40942, -0.81943, -0.27460], [0.79207, -0.92309, 0.25915], [1.33842, 0.34606, 0.70616], [0.63930, 1.31770, 0.58768], [-0.94198, 0.88582, -1.35029], [-1.83602, 0.61731, 0.21119], [1.46565, -1.75060, 0.30173]],
  "atomic_forces_ev_per_a": [[-0.5, -0.6, -0.3], [0.2, 0.5, -0.1], [0.1, 0.0, -0.2], [0.2, 0.2, 0.1], [0.4, -0.3, 0.1], [0.1, 0.2, -0.4], [-0.6, 0.2, 0.5], [0.2, -0.2, 0.3]]
}


Entry 4:
{
  "formula": "C3H3NO",
  "method": "the ωB97M-V functional and the def2-TZVPD basis",
  "energy_ha": -245.973294,
  "e_above_lowest_kj_mol": 310.5,
  "gap_ev": 10.67,
  "symbols": ["C", "C", "C", "H", "H", "H", "N", "O"],
  "xyz": [[-0.59885, 0.52584, -0.51904], [0.24748, 0.22747, 0.68403], [0.81899, -1.18050, 0.43688], [-1.85062, -0.25257, -0.55801], [-0.79335, 1.76084, -0.42599], [0.24062, 0.23656, -1.56385], [1.56206, -2.08682, 0.20771], [0.37367, 0.76919, 1.73828]],
  "atomic_forces_ev_per_a": [[-0.8, 1.7, -2.4], [-1.3, -2.8, -0.2], [4.0, -2.7, -0.2], [4.4, 2.5, 0.2], [0.0, -3.5, -0.8], [-3.2, 0.9, 3.2], [-3.3, 3.4, 0.8], [0.2, 0.4, -0.6]]
}


Entry 5:
{
  "formula": "C3H3NO",
  "method": "the ωB97M-V functional and the def2-TZVPD basis",
  "smiles": "N#C[C@H]1CO1",
  "energy_ha": -245.988263,
  "e_above_lowest_kj_mol": 271.2,
  "gap_ev": 11.25,
  "symbols": ["N", "C", "C", "C", "O", "H", "H", "H"],
  "xyz": [[-0.94478, -1.77126, -1.39003], [-0.44825, -1.26436, -0.47549], [0.27576, -0.40073, 0.43164], [0.06576, 0.96931, 0.01574], [-0.25879, 0.25017, 1.51472], [1.31415, -0.68304, 0.60322], [0.90214, 1.50215, -0.48326], [-0.91998, 1.33130, -0.22882]],
  "atomic_forces_ev_per_a": [[0.4, 0.3, 1.0], [-1.0, -1.4, -0.9], [0.3, -0.5, -1.0], [-0.2, 0.1, 1.1], [0.7, 2.0, -1.4], [0.0, -0.2, -0.3], [-0.1, 0.3, 1.8], [0.0, -0.5, -0.4]]
}


Entry 6:
{
  "formula": "C3H3NO",
  "method": "the ωB97M-V functional and the def2-TZVPD basis",
  "smiles": "N#C[C@H]1CO1",
  "energy_ha": -246.022721,
  "e_above_lowest_kj_mol": 180.7,
  "gap_ev": 11.72,
  "symbols": ["N", "C", "C", "C", "O", "H", "H", "H"],
  "xyz": [[-0.16585, -0.44229, 2.67922], [0.18572, -0.37886, 1.57660], [-0.18786, -0.21683, 0.18695], [0.34665, 0.43875, -1.00344], [0.25249, -0.98160, -0.90174], [-1.26873, -0.15536, 0.27593], [-0.43022, 0.92312, -1.60081], [1.35611, 0.81910, -1.12865]],
  "atomic_forces_ev_per_a": [[1.2, 0.0, -0.6], [-0.6, 0.0, 1.1], [-0.8, 0.2, -0.1], [0.1, 0.2, -0.1], [0.1, -0.1, 0.0], [-0.2, 0.0, -0.4], [0.4, -0.2, -0.1], [-0.1, 0.0, 0.4]]
}


Entry 7:
{
  "formula": "C3H3NO",
  "method": "the ωB97M-V functional and the def2-TZVPD basis",
  "smiles": "C#CC(N)=O",
  "energy_ha": -245.986351,
  "e_above_lowest_kj_mol": 276.2,
  "gap_ev": 10.38,
  "symbols": ["C", "C", "C", "N", "O", "H", "H", "H"],
  "xyz": [[-2.14468, 0.15812, -0.00097], [-0.92677, -0.09844, -0.12481], [0.39079, -0.13904, 0.04806], [1.25509, 0.97467, -0.03527], [0.88005, -1.20216, 0.04190], [-3.22381, 0.63415, 0.24216], [1.11758, 1.98546, 0.27646], [2.36414, 0.65114, -0.14066]],
  "atomic_forces_ev_per_a": [[1.3, 0.7, 0.4], [-10.5, 3.2, 0.7], [5.0, 3.0, -0.8], [3.0, 0.8, 0.2], [2.5, -4.7, 0.5], [3.2, -1.8, -1.0], [-0.2, -2.4, -0.7], [-4.3, 1.1, 0.6]]
}


Entry 8:
{
  "formula": "C3H3NO",
  "method": "the ωB97M-V functional and the def2-TZVPD basis",
  "smiles": "OCC1=C=N1",
  "energy_ha": -245.962010,
  "e_above_lowest_kj_mol": 340.1,
  "gap_ev": 10.49,
  "symbols": ["O", "C", "C", "C", "N", "H", "H", "H"],
  "xyz": [[1.41126, 0.73508, 0.09373], [0.61044, -0.39832, 0.11067], [-0.80801, -0.08304, 0.03951], [-1.88003, 0.78673, -0.30953], [-2.02208, -0.52056, 0.18628], [0.92372, 1.44345, -0.36847], [0.84586, -1.03128, -0.76664], [0.91883, -0.93207, 1.01445]],
  "atomic_forces_ev_per_a": [[0.0, 1.5, -0.4], [0.7, -0.7, 0.0], [-1.3, 0.5, -0.2], [0.5, -1.1, 0.5], [0.4, 0.5, -0.2], [0.4, -0.3, 0.2], [-0.3, -0.1, 0.3], [-0.5, -0.3, -0.1]]
}


Question: What is the formula in the first record?
Answer: C3H3N5


Question: What is the formula in the first record?
Answer: C3H3N5